Run one
2 unconnected molecules or ions with the total composition C5H6Cl2N2, computed with ωB97M-V with the def2-TZVPD basis set.

Last column: natural (NBO) charge in e.
CARTESIAN COORDINATES (ANGSTROEM)
Cl -1.62974 2.59876 -0.26973  -0.291
Cl 2.23672 1.55699 -0.13385  -0.012
N 0.23566 0.65030 1.99219  -0.769
N -0.56242 -1.10224 0.81385  -0.455
C 0.29394 -0.11742 0.86264  0.356
C 1.00369 -0.53310 -1.40361  -0.168
C 1.18422 0.15292 -0.20019  -0.113
C -0.66851 -1.88311 -0.28449  0.039
C 0.08278 -1.64359 -1.41009  -0.295
H -1.25190 -2.76986 -0.11043  0.204
H -0.06536 -2.14874 -2.40086  0.227
H 1.67944 -0.25479 -2.18807  0.230
H -0.59759 0.85670 2.34982  0.380
H 0.74334 1.48238 1.95517  0.374
H -2.68428 3.15481 0.42766  0.292

Calculated values
* HOMO: -8.594 eV
* frontier orbital gap: 9.01 eV
* SMILES: Nc1ncccc1Cl.Cl

Run two
A single C5H6Cl2N2 molecule, computed with ωB97M-V with the def2-TZVPD basis set.

Last column: natural (NBO) charge in e.
CARTESIAN COORDINATES (ANGSTROEM)
Cl -1.21784 1.44412 -1.24190  -0.164
Cl -2.16417 -2.66362 0.50953  -0.031
N -0.19523 1.88368 1.19115  -0.855
N -1.25045 -0.32660 0.91654  -0.420
C 1.13733 -0.91731 -0.80310  -0.084
C -1.01403 -1.34185 0.21658  0.262
C 1.07241 0.43193 -0.16556  -0.528
C 0.05890 -1.71890 -0.70025  -0.307
C -0.29477 0.86318 0.31678  0.384
H 1.83023 -1.12124 -1.57028  0.219
H -0.66151 1.78004 1.98108  0.384
H 1.32096 1.17773 -0.86663  0.251
H 0.04264 -2.74745 -1.21536  0.251
H 1.82207 0.51313 0.65380  0.249
H -0.48655 2.74317 0.77762  0.392

Calculated values
* HOMO: -9.880 eV
* frontier orbital gap: 9.82 eV
* SMILES: N[C@@]1(Cl)CC=CC(Cl)=N1

Ranked by calculated energy, most stable first: run one, run two.

Run one
A molecular structure, C13H16Cl4IMnN4O4, computed with ωB97M-V with the def2-TZVPD basis set.

Last column: Mulliken spin population.
CARTESIAN COORDINATES (ANGSTROEM)
I -0.44781 4.67118 -0.14443  0.069
Mn -0.95401 2.21080 -1.02618  4.230
Cl 3.56236 0.90666 -6.02604  0.000
Cl 0.55734 1.93510 -5.87351  0.000
Cl 3.54877 0.42866 -0.59533  0.001
Cl 5.07750 0.17241 -3.38068  0.000
O -0.45496 2.15108 -3.07794  0.022
O -1.72833 0.20979 -0.58666  0.028
O -2.44808 -1.31929 0.90668  -0.004
O 0.79633 1.50242 -0.88551  0.005
N -0.78022 1.85542 1.00659  0.030
N -0.10385 -3.20401 0.36850  0.000
N -1.72747 -4.08321 1.70175  0.000
N 0.07842 -3.06186 2.64213  0.000
C 1.47844 1.35566 -2.01266  -0.015
C 2.77066 0.87995 -2.08753  0.006
C 0.77205 1.71380 -3.21058  -0.024
C 1.04223 -1.93621 2.65790  0.000
C 0.53282 -0.60445 2.09625  0.004
C 2.76552 1.07362 -4.48873  0.006
C -1.98378 -0.18905 0.54414  -0.042
C 3.43431 0.74189 -3.32561  0.001
C -0.75912 -0.02529 2.70694  0.009
C -0.60946 -3.38491 1.57019  0.000
C -2.79327 2.94048 -1.19355  0.614
C -1.51877 0.77214 1.64474  0.007
C 1.43694 1.54516 -4.42744  0.020
H -1.42907 -0.80977 3.06241  0.001
H -3.05338 3.50008 -2.08728  0.026
H 0.70531 -2.60155 0.32278  0.000
H -2.23454 -3.87513 2.54501  0.000
H -0.81664 -2.94041 -0.31082  0.000
H -3.45608 3.20743 -0.37443  0.027
H -0.43168 -3.20817 3.49633  0.000
H 0.15593 1.59763 0.72296  -0.028
H 0.39844 -0.70810 1.01625  0.000
H 1.35172 -1.81722 3.69304  0.000
H -0.73303 2.70246 1.54855  0.003
H 1.34208 0.11075 2.23116  0.001
H 1.92701 -2.25306 2.10499  0.000
H -2.42835 1.19660 2.07007  0.004
H -0.51094 0.61309 3.55830  -0.003
H -2.33131 -3.97255 0.89730  0.000

Calculated values
* multiplicity: 6
* total charge: -1
* HOMO (spin up / spin down): -3.392 / -4.026 eV
* frontier orbital gap (spin up / spin down): 4.92 / 5.55 eV
* <S²>: 8.82

Run two
A molecular structure, C13H16Cl4IMnN4O4, computed with ωB97M-V with the def2-TZVPD basis set.

Last column: Mulliken spin population.
CARTESIAN COORDINATES (ANGSTROEM)
I -1.09870 2.27858 3.84413  0.028
Mn -0.01751 0.47378 1.37483  4.818
Cl -4.81274 -2.92740 -2.17723  0.000
Cl 0.28871 -4.14796 -0.77826  0.000
Cl -2.44050 -4.96891 -2.13282  0.000
Cl -4.44571 -0.08226 -0.86911  0.001
O 2.50644 3.77056 0.74296  0.006
O -1.77222 0.31351 0.33060  0.064
O 0.24180 -1.42176 0.37775  0.049
O 0.80028 2.36568 0.40190  0.013
N 2.24573 4.88648 -1.68579  0.000
N 2.26142 0.18944 0.88436  0.075
N 1.75739 2.68951 -2.03402  0.000
N 3.24424 3.73097 -3.45825  0.000
C 3.57929 0.94720 -1.68514  0.001
C 2.97755 1.44681 0.82713  -0.026
C -1.05447 -3.04225 -0.78922  0.015
C -1.96178 -0.85495 -0.20935  -0.023
C -3.15091 -1.23734 -0.83183  0.010
C -3.31080 -2.50077 -1.42285  0.002
C 1.99670 2.63052 0.70453  -0.005
C 0.12172 0.44467 3.57120  -0.005
C -0.86936 -1.80023 -0.18732  -0.017
C 2.41731 3.77169 -2.39317  -0.001
C -2.26314 -3.40395 -1.40367  0.004
C 2.19302 1.30994 -2.25258  0.004
C 4.00043 1.52758 -0.32311  0.002
H 3.13461 2.99220 -4.13011  0.000
H 3.61732 -0.14335 -1.64359  -0.002
H 2.63321 -0.51495 1.50370  0.002
H 4.29827 2.57478 -0.43152  0.001
H 1.42926 0.70197 -1.77007  0.006
H 4.35396 1.23847 -2.40092  0.000
H 3.72784 4.56025 -3.74806  0.000
H 2.13238 4.71389 -0.65415  0.000
H 2.15185 1.05815 -3.31478  0.000
H 2.05419 -0.25194 -0.00012  -0.019
H 0.99305 0.67435 4.18717  0.002
H 3.51722 1.60745 1.76127  -0.007
H 4.89728 0.97712 -0.02872  -0.003
H 1.08574 2.79164 -1.26092  0.002
H 2.71701 5.72206 -1.98330  0.000
H -0.47607 -0.29084 4.11163  0.001

Calculated values
* multiplicity: 6
* total charge: -1
* HOMO (spin up / spin down): -3.294 / -3.528 eV
* frontier orbital gap (spin up / spin down): 4.75 / 4.98 eV
* <S²>: 8.76

Ranked by calculated energy, most stable first: run two, run one.